No. 1
The following is a quantum chemistry calculation of a structure of composition C44H50BKN13O7S, from the Open Molecules 2025 dataset.

* energy above the lowest of the compared OMol25 structures with the same formula, charge and spin: 0.928 eV
* Kohn-Sham gap: 0.26248 hartree
* HOMO level: -0.2002 Eh
* net charge: -1
* E_LUMO: 0.0623 hartree

XYZ file:
```
117
Properties=species:S:1:pos:R:3:forces:R:3:lowdin_charge:R:1
K -0.456506 -0.667027 -1.145241 0.458 -0.024 0.380 0.74
C -5.320424 1.383411 -1.183993 -0.016 0.004 -0.007 -0.03
C -3.864813 1.574985 -1.449790 -0.046 -0.021 -0.008 -0.27
C -3.256153 1.926271 -2.633999 -0.011 -0.010 0.015 0.03
C -1.880808 1.920833 -2.340944 -0.002 0.006 -0.015 -0.28
N -1.680104 1.594989 -1.074312 -0.180 0.338 0.048 0.02
N -2.892458 1.378287 -0.522093 0.103 -0.032 0.018 0.03
B -3.061145 1.053680 0.990357 -0.097 0.005 0.015 -0.48
N -2.898659 -0.455650 1.354143 -0.003 -0.085 -0.063 0.03
N -1.705790 -1.107587 1.379125 -0.048 0.143 -0.064 0.07
C -1.952372 -2.344515 1.797342 0.048 0.001 0.029 -0.25
C -3.323178 -2.505622 2.060341 0.010 -0.002 -0.025 0.02
C -3.886782 -1.284867 1.765197 -0.021 0.020 0.028 -0.27
C -5.324903 -0.898622 1.885549 -0.023 0.001 0.001 -0.03
C -0.875491 -3.335161 1.975235 -0.005 -0.012 0.017 -0.16
C -1.103981 -4.477471 2.740363 -0.011 0.018 -0.011 -0.04
C -0.103291 -5.416207 2.938224 -0.011 -0.002 0.014 -0.10
C 1.151582 -5.223214 2.379598 0.021 -0.004 -0.017 -0.10
C 1.389691 -4.088089 1.617401 -0.021 0.005 0.001 -0.07
C 0.384826 -3.158341 1.411275 0.038 -0.029 -0.019 -0.04
N -2.113468 1.914064 1.847179 0.063 0.043 -0.006 0.03
N -0.782314 1.901329 1.654965 0.069 -0.032 0.022 0.14
C -0.262124 2.718188 2.556424 -0.060 0.089 -0.066 -0.27
C -1.274982 3.284651 3.357295 0.005 -0.102 0.082 0.01
C -2.443505 2.735769 2.874054 -0.011 0.037 -0.031 -0.28
C -3.845008 2.962086 3.336269 -0.020 0.018 -0.015 -0.04
C 1.189418 2.948217 2.593851 -0.013 0.056 -0.012 -0.17
C 1.839624 3.288143 3.779649 -0.008 0.048 -0.003 -0.06
C 3.208768 3.517173 3.796899 -0.001 0.080 0.009 -0.11
C 3.949134 3.413071 2.626437 -0.008 0.012 0.009 -0.11
C 3.310139 3.071764 1.440640 0.001 0.006 -0.020 -0.08
C 1.943903 2.839528 1.426107 0.027 0.012 0.017 -0.03
C -0.726902 2.232531 -3.200493 0.011 0.049 -0.029 -0.15
C -0.869795 2.382062 -4.578264 0.027 -0.020 -0.004 -0.03
C 0.207927 2.763615 -5.360556 0.010 -0.016 0.026 -0.10
C 1.453889 2.985012 -4.784017 0.009 0.014 -0.030 -0.11
C 1.616595 2.797033 -3.418819 -0.005 -0.035 -0.002 -0.08
C 0.534666 2.421101 -2.637223 -0.022 0.096 0.026 -0.03
H -5.892921 1.738310 -2.040346 0.006 0.001 -0.003 0.08
H -5.558172 0.327910 -1.039272 -0.002 0.001 0.000 0.07
H -5.649515 1.923578 -0.296287 0.003 0.003 0.002 0.07
H -3.744440 2.134312 -3.570828 -0.003 0.000 -0.005 0.10
H -4.189961 1.337134 1.277295 0.005 0.028 0.020 0.10
H -3.842971 -3.387285 2.394474 -0.006 -0.010 -0.004 0.10
H -5.888312 -1.749861 2.267040 0.003 -0.004 -0.005 0.08
H -5.463010 -0.060738 2.569739 0.002 -0.001 0.006 0.07
H -5.754151 -0.608424 0.927144 0.004 0.003 0.005 0.06
H -2.076181 -4.629319 3.192499 -0.001 -0.004 0.006 0.10
H -0.304754 -6.297975 3.534916 0.005 0.002 -0.002 0.09
H 1.937164 -5.952615 2.535423 -0.003 -0.002 0.001 0.09
H 2.361887 -3.917120 1.172341 0.006 -0.006 0.006 0.10
H 0.605589 -2.290012 0.808691 -0.004 0.053 0.029 0.07
H -1.180437 4.006179 4.152397 0.007 -0.003 0.009 0.10
H -3.840479 3.653959 4.178136 0.004 -0.001 0.002 0.07
H -4.465422 3.386423 2.545794 -0.006 0.000 -0.005 0.08
H -4.317883 2.033159 3.659024 0.007 -0.005 0.004 0.07
H 1.265703 3.365177 4.695797 -0.015 0.007 0.008 0.11
H 3.698085 3.781331 4.726981 0.003 0.002 0.003 0.10
H 5.015780 3.599494 2.635526 0.007 0.000 0.006 0.10
H 3.882218 2.991895 0.523147 -0.005 -0.020 0.001 0.10
H 1.431054 2.567448 0.512908 0.003 0.002 -0.001 0.10
H -1.828323 2.179032 -5.036578 -0.008 0.006 0.000 0.11
H 0.072869 2.892466 -6.428771 -0.008 0.006 -0.007 0.10
H 2.289085 3.323310 -5.388420 0.000 -0.027 -0.015 0.10
H 2.581328 2.965418 -2.953521 0.004 0.013 -0.011 0.09
H 0.646504 2.307194 -1.565844 -0.034 0.001 0.006 0.09
C 0.542618 0.182118 -8.119027 -0.003 0.034 0.008 -0.11
C 1.945068 0.456948 -7.590821 0.017 0.039 -0.053 -0.30
S 2.381829 -0.815965 -6.432982 -0.002 -0.046 0.061 0.63
O 2.612901 -2.048462 -7.153094 0.009 -0.010 -0.040 -0.32
O 1.416761 -0.791045 -5.370495 0.014 -0.007 0.051 -0.27
C 3.959794 -0.305983 -5.774922 0.038 0.037 -0.002 -0.20
C 4.393536 -1.239960 -4.642096 0.063 -0.062 0.007 -0.13
N 3.793722 -0.891441 -3.364745 -0.184 0.021 -0.042 0.06
C 2.692839 -1.467763 -2.812366 0.006 -0.013 -0.037 -0.31
N 2.249396 -0.779231 -1.772802 0.153 -0.167 0.117 0.10
C 3.085971 0.264662 -1.607980 -0.078 0.037 -0.054 -0.04
C 4.035425 0.238821 -2.590780 0.032 0.054 -0.032 -0.15
N 5.071911 1.169273 -2.802385 0.090 -0.068 0.096 -0.34
O 5.829192 1.006749 -3.758266 -0.026 0.028 -0.022 0.04
O 5.168142 2.095796 -2.013187 -0.049 0.014 -0.048 0.06
C 2.092604 -2.765126 -3.216822 -0.008 0.021 -0.031 0.02
H 0.244938 0.989982 -8.787371 -0.011 -0.008 -0.007 0.08
H -0.165988 0.130619 -7.292376 -0.007 -0.009 0.007 0.08
H 0.511127 -0.755917 -8.671603 -0.005 -0.011 0.011 0.08
H 1.979544 1.393557 -7.034002 0.015 0.005 0.023 0.07
H 2.699478 0.463671 -8.378794 0.004 -0.023 0.012 0.10
H 3.886071 0.724131 -5.426936 -0.041 -0.013 -0.001 0.10
H 4.674272 -0.358476 -6.596016 0.008 0.007 -0.007 0.11
H 5.473450 -1.190703 -4.547235 -0.008 -0.010 0.003 0.12
H 4.118706 -2.269767 -4.864039 -0.006 0.022 -0.027 0.12
H 2.984277 0.966856 -0.799901 -0.023 0.016 0.072 0.10
H 2.240140 -3.003909 -4.265337 0.013 0.004 -0.038 0.07
H 1.018851 -2.720641 -3.027006 0.005 -0.001 0.000 0.07
H 2.514249 -3.561372 -2.598570 -0.010 -0.003 0.004 0.10
C -2.681201 -5.870381 -2.828123 -0.014 -0.032 -0.003 -0.05
N -2.395030 -4.513129 -3.237177 0.006 -0.014 -0.053 -0.07
C -2.813156 -4.013913 -4.436541 0.007 0.014 0.001 -0.09
C -2.541797 -2.754987 -4.808245 -0.042 0.016 -0.004 -0.01
C -1.792339 -1.894545 -3.887190 0.024 -0.044 -0.031 -0.54
O -1.551726 -0.711851 -4.161311 -0.039 0.036 0.033 -0.02
N -1.359629 -2.443128 -2.716122 -0.184 -0.367 -0.368 0.04
C -1.626189 -3.712896 -2.364042 0.006 0.018 0.035 -0.55
O -1.236700 -4.233408 -1.316787 0.008 -0.042 0.023 0.01
H -3.190763 -6.383130 -3.644067 -0.002 0.007 0.005 0.08
H -3.313757 -5.885078 -1.939457 0.013 0.002 0.007 0.09
H -1.759230 -6.396398 -2.583107 -0.003 -0.001 0.003 0.09
H -3.372070 -4.701619 -5.060759 0.000 0.001 0.005 0.11
H -2.871616 -2.361854 -5.757792 0.001 0.013 -0.002 0.09
N 3.117037 0.151577 3.339804 -0.035 -0.109 -0.022 0.15
C 2.107556 -0.180218 2.434273 0.121 0.058 0.030 -0.66
N 0.877786 -0.297292 2.965777 -0.142 -0.149 0.016 0.20
O 2.349715 -0.366383 1.248396 -0.014 -0.012 -0.095 0.01
H 2.839398 0.833027 4.032838 0.024 -0.033 -0.047 0.07
H 3.940081 0.452054 2.839190 0.005 -0.011 0.028 0.09
H 0.725480 -0.255048 3.955422 0.007 0.072 0.005 0.11
H 0.077083 -0.372824 2.345093 0.018 -0.029 0.037 0.06
```
Forces are in eV/Å.


No. 2
The following is a quantum chemistry calculation of a structure of composition C44H50N8O3RbS4, from the Open Molecules 2025 dataset.

* energy above the lowest of the compared OMol25 structures with the same formula, charge and spin: 0.404 eV
* Kohn-Sham gap: 0.17861 hartree
* HOMO level: -0.1201 Eh
* net charge: -1
* E_LUMO: 0.0585 hartree

XYZ file:
```
110
Properties=species:S:1:pos:R:3:forces:R:3:lowdin_charge:R:1
Rb 0.194747 -1.293742 -0.031696 0.452 0.105 0.299 0.61
C -0.056268 -2.833641 3.787361 0.007 0.023 0.002 -0.19
C 0.782616 -1.909981 4.658628 -0.011 0.008 -0.013 -0.11
C 1.718253 -0.996980 3.903747 -0.028 -0.009 -0.002 -0.29
C 2.207533 0.169750 4.481727 0.004 -0.007 -0.008 -0.04
C 3.113252 0.934587 3.764421 0.008 0.004 -0.011 -0.08
C 3.503553 0.506710 2.505071 -0.025 0.029 0.019 -0.06
C 2.964917 -0.674214 2.008319 -0.020 -0.007 -0.006 -0.14
N 2.080241 -1.399611 2.691460 0.021 -0.011 0.016 0.12
N -1.044646 -2.181775 2.925564 -0.011 -0.006 -0.006 -0.16
C -1.810352 -3.228217 2.270472 -0.011 0.020 -0.021 -0.15
C -2.869195 -2.771189 1.292541 0.006 0.040 -0.044 -0.27
C -3.920901 -3.632149 0.986006 0.012 -0.050 -0.027 -0.02
C -4.853646 -3.249607 0.040442 0.010 -0.004 0.010 -0.06
C -4.725414 -2.005530 -0.557714 -0.008 -0.011 -0.005 -0.06
C -3.660160 -1.209788 -0.176353 0.006 -0.011 -0.002 -0.13
N -2.747694 -1.576150 0.720913 -0.072 0.030 0.018 0.09
C -1.877899 -1.225643 3.628435 -0.015 -0.018 -0.011 -0.13
C -1.284415 0.166223 3.706895 0.001 0.008 -0.009 -0.27
C -1.411750 0.914262 4.873614 -0.005 0.000 0.000 -0.04
C -0.919420 2.207607 4.903985 -0.004 0.000 0.006 -0.07
C -0.309882 2.712641 3.768480 0.014 -0.023 0.025 -0.06
C -0.224952 1.896308 2.650346 -0.009 0.004 -0.015 -0.12
N -0.703144 0.654448 2.611146 -0.005 -0.009 -0.035 0.14
H -0.569254 -3.545378 4.461383 -0.001 0.001 0.003 0.12
H 0.613345 -3.404030 3.141750 -0.002 -0.005 0.000 0.12
H 1.393729 -2.561844 5.292026 -0.002 0.000 0.005 0.13
H 0.163512 -1.326880 5.344214 0.000 -0.003 0.005 0.10
H 1.876124 0.471060 5.468524 0.000 -0.001 -0.001 0.11
H 3.509518 1.850886 4.188038 -0.002 0.003 -0.003 0.10
H 4.215809 1.061944 1.907509 0.002 -0.005 -0.005 0.10
H 3.234158 -1.043806 1.019513 0.016 0.002 0.009 0.01
H -2.298258 -3.893715 3.006909 0.002 -0.002 0.000 0.13
H -1.101068 -3.857325 1.720226 0.010 -0.007 0.013 0.14
H -3.990533 -4.593391 1.479320 0.004 -0.004 0.000 0.11
H -5.670622 -3.910146 -0.221930 0.000 0.001 0.000 0.11
H -5.431123 -1.656727 -1.299767 0.002 0.003 0.000 0.10
H -3.526703 -0.225955 -0.611031 0.003 0.005 0.009 0.09
H -2.134746 -1.569988 4.645216 0.006 0.009 0.003 0.13
H -2.816925 -1.122611 3.083529 -0.010 -0.004 0.018 0.12
H -1.887004 0.477952 5.743941 0.001 -0.005 0.000 0.11
H -1.006434 2.808995 5.800717 -0.001 0.000 0.003 0.10
H 0.087557 3.717664 3.743939 0.020 -0.016 0.012 0.08
H 0.223546 2.265063 1.732327 -0.015 0.005 0.001 0.11
O -0.536759 0.779714 -1.769318 0.083 0.097 -0.103 -0.62
S -1.039343 2.045980 -2.373657 -0.101 -0.028 0.048 1.00
C -2.208407 1.546919 -3.703689 0.006 -0.019 0.010 -0.30
C -2.646524 0.085122 -3.608942 0.002 0.015 -0.014 -0.24
C -1.807036 -0.831124 -4.497708 -0.013 -0.015 -0.008 -0.23
C -2.269285 -2.287920 -4.459135 0.016 0.020 0.024 -0.31
S -1.417577 -3.284676 -3.191647 -0.072 0.013 -0.022 0.98
O -1.265989 -2.365598 -2.022677 -0.185 -0.133 -0.146 -0.66
C 0.150206 -3.416310 -4.024951 -0.011 -0.006 0.005 -0.39
C 1.154856 -2.494005 -3.794242 -0.002 0.004 0.017 -0.09
C 2.361057 -2.636029 -4.465863 -0.006 -0.010 0.016 -0.07
C 2.551185 -3.697920 -5.337321 -0.004 -0.016 -0.012 -0.06
C 1.540840 -4.629726 -5.543591 0.013 0.004 -0.010 -0.08
C 0.331007 -4.495070 -4.881214 -0.015 0.015 0.018 -0.10
C -2.253924 2.670577 -1.204601 -0.011 0.018 0.004 -0.37
C -3.020349 3.789272 -1.503228 0.006 -0.020 0.007 -0.09
C -3.902281 4.282211 -0.555206 0.002 0.005 0.004 -0.09
C -4.003136 3.667443 0.688372 0.003 0.002 -0.007 -0.08
C -3.213634 2.566688 0.984137 -0.006 0.002 0.012 -0.06
C -2.329123 2.066720 0.037042 0.038 0.026 0.003 -0.09
H -1.676341 1.739474 -4.637409 0.006 -0.022 -0.008 0.08
H -3.048844 2.238009 -3.646780 0.010 0.012 -0.028 0.07
H -3.696519 0.014631 -3.909826 -0.009 0.005 0.017 0.12
H -2.569690 -0.267555 -2.580183 0.014 0.003 0.009 0.07
H -0.759022 -0.761893 -4.198844 -0.001 0.005 0.004 0.10
H -1.863212 -0.474671 -5.530795 0.005 -0.005 -0.005 0.12
H -2.091853 -2.809694 -5.400494 -0.013 0.007 -0.007 0.09
H -3.334672 -2.358844 -4.223467 -0.002 0.002 0.002 0.08
H 1.031109 -1.703073 -3.064865 0.035 0.009 -0.005 0.08
H 3.163989 -1.941783 -4.255271 0.006 0.002 0.001 0.08
H 3.514569 -3.822408 -5.815261 -0.001 0.004 0.001 0.11
H 1.709985 -5.481944 -6.189411 -0.001 0.002 0.002 0.10
H -0.452058 -5.236379 -4.999596 0.003 0.002 -0.002 0.10
H -2.922569 4.282606 -2.463854 -0.003 0.003 -0.001 0.11
H -4.505730 5.152065 -0.782044 -0.001 0.002 0.000 0.10
H -4.690317 4.057671 1.428516 0.000 0.001 0.002 0.10
H -3.269584 2.095657 1.958408 0.004 -0.003 -0.001 0.11
H -1.684714 1.229160 0.270590 -0.056 -0.050 -0.039 0.08
S 3.483651 -1.242340 -1.461733 -0.101 -0.011 0.002 0.46
C 3.406633 -2.974004 -1.357151 -0.024 0.034 -0.021 -1.23
S 2.278648 -3.772633 -0.340055 0.024 -0.074 -0.007 0.38
C 4.269555 -3.737757 -2.167433 0.041 -0.031 0.029 -0.44
C 4.207073 -5.158120 -2.223937 -0.022 0.013 -0.020 -0.31
N 4.194186 -6.308421 -2.339228 0.019 -0.009 0.007 0.10
C 5.195970 -3.147958 -3.067432 -0.071 0.070 -0.022 -0.33
N 5.923691 -2.703346 -3.850093 0.041 -0.042 0.009 0.11
C 2.572401 2.088748 -1.268018 0.010 -0.008 -0.066 -0.05
N 2.750387 3.207723 -0.354445 0.023 -0.069 -0.126 -0.12
C 4.089003 3.760354 -0.306988 0.061 0.024 -0.166 -0.06
C 1.659979 3.868474 0.106815 0.033 -0.033 0.100 -0.51
O 0.512796 3.641987 -0.273267 0.071 0.081 -0.014 0.02
N 1.922808 4.837024 1.071528 -0.149 0.046 0.032 -0.14
C 0.793395 5.662194 1.454167 0.034 -0.009 0.024 -0.06
C 2.879348 4.558064 2.130122 -0.049 -0.018 0.157 -0.07
H 2.678136 2.414721 -2.308355 0.009 0.011 0.010 0.10
H 1.587005 1.653395 -1.148078 0.003 -0.025 0.068 0.05
H 3.324226 1.329051 -1.063979 -0.001 -0.031 -0.003 0.02
H 4.524057 3.713467 -1.307504 -0.002 -0.002 -0.008 0.09
H 4.742122 3.195361 0.364565 0.014 0.006 -0.033 0.09
H 4.062781 4.801056 0.010772 0.051 -0.073 -0.089 0.08
H 0.233124 5.953651 0.570084 0.005 -0.007 -0.004 0.09
H 1.168156 6.557037 1.953735 -0.013 0.000 0.005 0.09
H 0.102936 5.139561 2.127762 0.019 0.048 -0.046 0.07
H 3.683287 5.299318 2.163065 -0.012 -0.006 0.029 0.09
H 3.319214 3.571153 1.992353 -0.063 0.089 0.097 0.07
H 2.375130 4.562837 3.100576 -0.042 -0.012 0.019 0.08
```
Forces are in eV/Å.